(1)
ORCA calculation (wB97M-V/def2-TZVPD) on a structure of composition C28H50LaN8O11P3S at a distorted geometry.

ORCA input file:
```
! wB97M-V def2-TZVPD RIJCOSX def2/J DEFGRID3
* xyz -2 1
La 0.31343 -0.59511 -0.01317
N 0.64918 -3.09260 -1.13736
C 0.43798 -3.07348 -2.58149
C 0.98271 -1.77503 -3.23176
O 1.35284 -1.84091 -4.41700
N 0.96593 -0.73348 -2.42952
C 1.55242 0.47395 -2.98593
C 2.13709 1.40327 -1.90031
O 2.98961 2.22530 -2.22394
O 1.65867 1.27136 -0.72419
H 0.25799 -3.94044 -0.73390
H 1.64971 -3.08606 -0.93375
H 0.91490 -3.92375 -3.10154
H -0.64008 -3.11781 -2.77179
H 2.34806 0.22835 -3.70361
H 0.79081 1.05763 -3.52951
N 2.63951 -0.19221 4.09344
C 2.36560 -1.25796 3.10705
C 3.02233 -2.54343 3.54117
P 0.55354 -1.62411 3.04337
O -0.09466 -0.19956 2.56238
O 0.15042 -1.93997 4.44225
O 0.28385 -2.55320 1.90682
P 3.19409 -0.64497 1.55197
O 2.61581 0.86299 1.62222
O 4.64295 -0.67096 1.89073
O 2.66189 -1.37220 0.35198
H 2.33641 -0.48016 5.02742
H 2.11588 0.71863 3.85569
H 3.64636 0.00620 4.03694
H 2.61423 -2.88503 4.49546
H 4.10531 -2.43038 3.60054
H 2.78548 -3.28283 2.77778
H 0.18071 0.60658 3.02978
H 2.40895 1.19134 0.70363
N -4.70665 3.52498 6.23287
C -3.49834 3.40930 5.54439
C -3.00495 4.47765 4.79428
C -1.78565 4.37514 4.15181
C -1.05563 3.20650 4.24983
C -1.52778 2.13971 4.99286
C -2.74207 2.24184 5.64468
S 0.47771 3.01749 3.32102
O 1.13167 4.29928 3.25482
O 1.21837 2.00294 4.10033
N 0.12329 2.27811 1.96888
C -0.63266 2.78755 1.01813
N -1.16627 4.01712 1.14375
C -1.83551 4.48506 0.11190
C -2.02586 3.76457 -1.05453
C -1.51409 2.46919 -1.05869
N -0.85403 1.96443 -0.04130
H -5.32613 4.22640 5.85099
H -5.17056 2.64113 6.39132
H -3.58890 5.38445 4.72773
H -1.38849 5.18258 3.56044
H -0.94290 1.23446 5.06086
H -3.11242 1.41137 6.22972
H -2.22743 5.49157 0.23195
H -2.55828 4.17166 -1.89972
H -1.64280 1.80986 -1.91018
C -3.17461 -1.55929 2.92217
C -3.93229 -0.66392 1.94434
C -5.40948 -0.62519 2.34331
C -3.33007 0.73318 2.09524
P -3.38674 -1.32714 0.16792
N -1.97443 -1.00707 -0.25434
C -3.76586 -3.26331 0.19424
C -3.78129 -3.67841 -1.27601
C -2.52667 -3.91935 0.80033
C -5.01939 -3.81215 0.87210
C -4.69240 -0.56763 -1.10100
C -4.71181 0.93169 -0.80619
C -6.13465 -1.07254 -1.12529
C -4.04753 -0.72618 -2.48023
H -3.10941 -1.08811 3.90559
H -2.15811 -1.72112 2.56238
H -3.66424 -2.52028 3.05171
H -5.48023 -0.31853 3.39146
H -5.88399 -1.59760 2.24218
H -5.97705 0.09392 1.75540
H -3.22172 0.99450 3.15119
H -3.94134 1.50257 1.62997
H -2.33951 0.73813 1.64107
H -2.93513 -3.21687 -1.78001
H -4.70016 -3.38478 -1.77495
H -3.69786 -4.76524 -1.36678
H -1.65087 -3.31670 0.55942
H -2.38829 -4.92196 0.38739
H -2.58605 -4.00713 1.88095
H -5.92759 -3.36470 0.47528
H -4.99575 -3.65459 1.94727
H -5.06885 -4.89263 0.70131
H -5.34376 1.17020 0.04540
H -5.09988 1.48560 -1.66443
H -3.69819 1.27112 -0.61068
H -6.62223 -0.92236 -0.16523
H -6.19581 -2.12710 -1.38028
H -6.69600 -0.51672 -1.88279
H -2.96476 -0.66760 -2.35886
H -4.37085 0.07153 -3.15253
H -4.29858 -1.67229 -2.95119
*
```

Summary:
LUMO energy in eV: 3.9
Relative energy (zero: lowest compared OMol25 entry of this formula, charge and spin) in kJ/mol: 47.3
HOMO energy in eV: -2.81

=====

(2)
ORCA calculation (wB97M-V/def2-TZVPD) on a structure of composition C28H50N4PReSe4.

ORCA input file:
```
! wB97M-V def2-TZVPD RIJCOSX def2/J DEFGRID3
* xyz 1 2
Re 0.28666 0.57153 0.71807
C -3.60915 -0.92231 -1.58527
N -2.72403 -0.92651 -0.42385
C -2.36530 -2.30929 -0.10632
C -3.41676 -0.34849 0.72138
C -2.61077 -0.02519 1.97610
C -3.35343 -0.20657 3.14676
C -2.88170 0.14970 4.39704
C -1.63262 0.73702 4.49647
C -0.87014 0.90772 3.35447
C -1.29695 0.50709 2.07462
H -4.51470 -1.52533 -1.42408
H -3.08297 -1.32651 -2.45095
H -3.93110 0.09828 -1.81676
H -3.26453 -2.88865 0.15093
H -1.67828 -2.33879 0.73557
H -1.88864 -2.77726 -0.96342
H -4.23202 -1.02170 1.02594
H -3.92344 0.56255 0.38112
H -4.34034 -0.64869 3.06921
H -3.48858 -0.02395 5.27599
H -1.24204 1.05719 5.45396
H 0.10130 1.36895 3.46510
Se 2.30286 -0.18074 1.91020
Se 2.78299 1.31596 3.62414
Se 2.96564 3.27918 2.39536
Se 1.17361 2.92856 0.92489
N -2.01633 4.67396 -1.41994
C -1.57500 3.69142 -2.46508
C -0.71335 2.63692 -1.79140
N -1.33581 1.97588 -0.63038
C -2.00775 2.92963 0.27424
C -2.88121 3.95458 -0.42374
H -2.49060 5.47790 -1.82939
H -1.18346 5.01905 -0.92991
H -1.01210 4.22421 -3.22923
H -2.48448 3.28192 -2.90444
H 0.23148 3.09089 -1.47964
H -0.45913 1.89575 -2.54067
H -1.95297 1.20038 -0.88811
H -1.24068 3.45819 0.84719
H -2.59838 2.38953 1.00115
H -3.27711 4.68191 0.28247
H -3.70265 3.51322 -0.98897
C -0.43883 -3.43618 4.34240
C 0.19392 -3.51386 2.97970
C 0.93131 -4.62071 2.58156
C 1.50069 -4.67172 1.31693
C 2.28112 -5.87711 0.86507
C 1.35475 -3.58909 0.45639
C 0.64464 -2.44311 0.83539
C 0.04760 -2.45444 2.09878
N 0.45808 -1.27881 0.01403
C 0.86854 -1.42645 -1.42960
C 0.33776 -0.21729 -2.18082
C 0.25498 -2.66224 -2.12014
C 2.40284 -1.35504 -1.57217
H -0.21237 -4.32065 4.93585
H -1.52430 -3.34476 4.26633
H -0.07724 -2.55960 4.88318
H 1.05623 -5.45747 3.25956
H 2.31772 -6.63682 1.64397
H 3.30730 -5.60736 0.61025
H 1.82987 -6.32621 -0.02152
H 1.81099 -3.68112 -0.51402
H -0.54854 -1.61290 2.41251
H -0.74420 -0.17083 -2.05082
H 0.55280 -0.31809 -3.24803
H 0.82655 0.71633 -1.86583
H -0.67504 -2.38768 -2.62115
H 0.02941 -3.47413 -1.43640
H 0.93568 -3.04244 -2.88318
H 2.75848 -0.38779 -1.21157
H 2.66213 -1.43991 -2.62948
H 2.94600 -2.11842 -1.02676
C 4.55844 1.97244 -1.12284
P 3.24007 2.49032 -2.28550
C 3.61615 4.28720 -2.39164
C 3.99018 1.92104 -3.86728
H 5.54572 2.25379 -1.49583
H 4.52873 0.89190 -0.97576
H 4.39407 2.43735 -0.14956
H 4.66711 4.46716 -2.62781
H 3.38646 4.75972 -1.43495
H 3.00292 4.75678 -3.16287
H 4.99213 2.32941 -4.01639
H 3.36384 2.20810 -4.71299
H 4.05930 0.83164 -3.85787
*
```

Summary:
LUMO energy (alpha / beta) in eV: -3.2 / -3.1
Expectation value of S²: 0.821
HOMO energy (alpha / beta) in eV: -9.12 / -9.22

=====

(3)
ORCA calculation (wB97M-V/def2-TZVPD) on a cluster of 4 separate species, C28H51BrN5O3S2 in total at a distorted geometry.

ORCA input file:
```
! wB97M-V def2-TZVPD RIJCOSX def2/J DEFGRID3
* xyz 1 1
S 1.98582 -2.99574 1.67080
C 2.60484 -1.92123 0.64095
S 4.40864 -1.79923 0.50347
C 5.01743 -1.15293 2.07764
C 5.63307 0.25814 1.94022
C 6.36281 0.45982 0.61762
N 6.77125 1.93245 0.51512
Br 8.63652 2.19118 0.45625
N 1.84166 -1.09224 -0.22142
C 0.84291 -0.27353 0.46676
C 0.84885 0.05022 1.80994
C -0.16125 0.83472 2.30990
C -1.16643 1.34745 1.53003
C -1.16321 1.03417 0.18151
C -0.16563 0.23448 -0.31897
C 2.65066 -0.19404 -1.03976
C 3.02158 -0.55340 -2.31194
C 3.75289 0.30905 -3.09582
C 4.12020 1.55326 -2.65225
C 3.76177 1.91570 -1.36107
C 3.03569 1.05185 -0.58088
H 4.19007 -1.10876 2.79460
H 5.74613 -1.83087 2.53579
H 6.37525 0.39282 2.74191
H 4.83973 0.99343 2.13375
H 5.74853 0.27038 -0.26486
H 7.27087 -0.14396 0.58255
H 6.40539 2.29717 -0.37094
H 6.31106 2.47271 1.25217
H 1.64291 -0.34904 2.43270
H -0.17901 1.06850 3.37251
H -1.94920 1.98210 1.93084
H -1.92474 1.39977 -0.51091
H -0.16851 0.00744 -1.38381
H 2.70274 -1.53839 -2.64399
H 4.02694 0.00361 -4.10232
H 4.67193 2.27050 -3.25225
H 4.02912 2.89813 -0.97144
H 2.76445 1.39893 0.41357
C -5.87577 3.77479 -1.66551
C -5.72777 2.27638 -1.42357
C -6.76488 1.70309 -0.44785
O -6.50828 1.98738 0.91776
C -6.93689 3.26507 1.35301
N -4.35544 2.00084 -0.98085
H -5.50317 4.36945 -0.83128
H -5.30958 4.07284 -2.54862
H -6.92058 4.04288 -1.83619
H -5.88122 1.77746 -2.38452
H -6.73321 0.61272 -0.52670
H -7.78225 2.00700 -0.72148
H -7.85609 3.57870 0.85078
H -6.15324 4.01118 1.19973
H -7.13012 3.20358 2.42409
H -4.22396 0.99407 -0.91809
H -4.28209 2.31566 -0.01564
C 10.93675 -4.61735 3.56637
C 9.79602 -4.86417 2.58415
C 9.13419 -3.57464 2.07328
O 8.25387 -2.95228 2.99948
C 8.89227 -2.13937 3.96966
N 8.82535 -5.76908 3.20537
H 10.57857 -4.34267 4.55860
H 11.53572 -5.51993 3.68206
H 11.59908 -3.82434 3.21042
H 10.22186 -5.37122 1.71355
H 8.51027 -3.83561 1.21364
H 9.88229 -2.85525 1.71337
H 9.77410 -1.63556 3.56321
H 9.16803 -2.72638 4.84688
H 8.17573 -1.38180 4.29424
H 8.11797 -6.02092 2.51983
H 8.30926 -5.23784 3.90234
C -12.16043 -0.26836 -3.92615
C -10.98800 -0.80544 -3.11163
C -10.37359 0.23128 -2.15798
O -9.54489 1.19484 -2.78685
C -10.23839 2.28017 -3.37843
N -9.98969 -1.36195 -4.03024
H -11.83734 0.37514 -4.74432
H -12.72023 -1.09193 -4.36938
H -12.84967 0.29933 -3.29679
H -11.37094 -1.62228 -2.49275
H -9.71946 -0.30042 -1.46067
H -11.14402 0.72506 -1.55191
H -11.13066 2.55277 -2.80854
H -10.50840 2.05071 -4.41130
H -9.56230 3.13582 -3.39726
H -9.25717 -1.81341 -3.48888
H -9.51537 -0.58063 -4.47644
*
```

Summary:
LUMO energy in eV: -5.0
Relative energy (zero: lowest compared OMol25 entry of this formula, charge and spin) in kJ/mol: 32.8
HOMO energy in eV: -10.28

=====

For each record above, in turn, the calculated E_tot values are -103866.9149; -308605.6045; -135158.8961 eV.